Here is the molecule C5H9NO in a non-equilibrium geometry from the Open Molecules 2025 dataset. Energies are from ωB97M-V with the def2-TZVPD basis set.

```
16
Properties=species:S:1:pos:R:3
C -2.113 -0.244 -0.188
C -0.598 -0.450 -0.097
C -0.253 -1.300 1.054
N 0.036 -1.960 1.964
C 0.171 0.878 -0.032
C 1.681 0.679 0.004
O 2.038 -0.219 -1.034
H -2.344 0.378 -1.059
H -2.500 0.257 0.705
H -2.635 -1.199 -0.300
H -0.243 -0.980 -0.987
H -0.099 1.459 -0.922
H -0.144 1.457 0.846
H 1.977 0.285 0.986
H 2.183 1.648 -0.137
H 2.814 -0.716 -0.755
```

Properties
SMILES string: C[C@H](C#N)CCO
LUMO energy in eV: 0.85
Electronic energy in Eh: -325.89979
Gap between HOMO and LUMO in Ha: 0.425
HOMO level in eV: -10.716